Entry 1:
# C25H45N3OS

A 2-piece molecular cluster, C25H45N3OS overall in a non-equilibrium geometry (the ωB97M-V functional and the def2-TZVPD basis, OMol25).

XYZ file:
```
75
Properties=species:S:1:pos:R:3:forces:R:3:mulliken_charge:R:1
C -1.052926 5.137293 2.945015 0.68 -1.64 -0.20 -0.770
C -0.425685 4.953494 1.441346 0.95 0.82 -0.48 -0.075
C -1.280465 5.673678 0.239279 0.82 0.25 0.31 -0.669
C -2.713164 4.961378 -0.117108 -0.12 0.85 0.55 -0.675
C -2.996892 3.542461 0.653740 -0.73 -0.71 -1.19 0.466
C -4.137290 2.721468 -0.251816 -0.12 0.50 0.54 -0.409
C -5.009524 1.648243 0.633517 0.26 -0.66 -0.36 -0.781
C -4.213921 0.197700 0.876545 0.13 1.12 0.80 -0.323
C -3.395849 0.400865 2.313165 -0.99 -0.59 -0.11 0.479
C -2.897345 -1.015620 2.985393 -0.02 -0.32 -0.31 -0.788
C -1.270171 -1.255340 2.942171 -0.26 -0.69 0.60 -0.497
C -0.386416 -0.037514 3.594218 -0.05 -0.01 0.60 -0.117
C 1.233563 -0.154839 3.367385 0.23 0.46 -0.14 -0.510
C 1.670055 -0.605655 1.838704 2.24 -2.02 -2.37 0.292
C 2.910605 -1.666905 1.554326 -2.92 2.08 -1.98 0.310
C 3.819485 -2.331651 2.781136 0.32 0.93 -1.50 -0.702
N 3.002686 -3.104332 3.792838 1.74 0.17 -0.19 -0.527
C 3.271628 -2.088662 0.008485 -2.65 2.48 -0.71 -0.987
C 2.501253 -1.484626 -1.342959 0.92 -0.06 3.77 0.258
C 3.056716 -2.017006 -2.787468 -0.40 -1.50 0.70 0.243
C 3.238102 -3.672216 -2.629046 -0.84 -0.08 0.17 -0.981
C 2.044450 -1.800628 -4.056335 0.81 1.36 -0.32 -0.382
C 0.587834 -2.540758 -3.923582 -0.06 0.43 -1.05 -0.875
C 1.304702 -0.396488 -1.083856 -0.05 0.18 0.19 0.347
N 0.497745 0.316507 -2.145322 1.27 -1.25 5.29 -0.431
S -0.649832 1.323373 -1.297203 4.12 -3.44 2.39 0.163
N -0.213444 0.976985 0.366760 2.93 -2.59 -1.30 -0.208
C 0.922182 -0.017428 0.464549 -1.40 1.30 -2.16 -0.022
H -0.132910 5.256199 3.687493 -2.19 0.06 -1.44 0.299
H -1.823136 6.016368 3.003753 1.57 -1.72 -0.01 0.265
H -1.545167 4.089518 3.234345 0.71 2.50 -0.45 0.097
H -0.193907 3.832835 1.143273 -0.63 2.23 0.87 -0.064
H 0.638582 5.494225 1.456115 -2.26 -1.12 -0.15 0.385
H -1.470764 6.786551 0.570386 0.35 -2.12 -0.65 0.275
H -0.540433 5.742957 -0.695003 -1.80 -0.31 1.87 0.259
H -3.561113 5.714776 0.254659 1.70 -1.71 -0.91 0.264
H -2.815067 4.910622 -1.292117 0.13 -0.28 2.42 0.218
H -3.398313 3.722887 1.738030 0.74 -0.26 -2.09 0.362
H -2.078535 2.820821 0.724768 -1.50 1.64 -0.08 -0.600
H -4.886776 3.536893 -0.658432 1.50 -1.66 0.61 0.333
H -3.562955 2.210215 -1.163110 -1.46 1.04 1.91 0.153
H -6.029786 1.365017 0.119455 1.98 0.89 0.84 0.309
H -5.248741 2.155450 1.681902 0.44 -1.16 -2.23 0.280
H -5.003802 -0.680622 0.920418 1.71 1.76 0.06 0.394
H -3.441449 -0.010325 0.003443 -1.64 0.41 1.75 0.069
H -4.184820 0.863642 3.079978 1.86 -0.74 -1.73 0.287
H -2.530478 1.160814 2.078260 -1.65 -1.59 0.77 -0.660
H -3.402560 -1.892658 2.362164 1.12 1.76 1.31 0.281
H -3.325987 -1.141849 4.091921 1.10 0.48 -2.34 0.312
H -0.970181 -1.554006 1.846896 -0.41 0.92 2.12 0.250
H -1.056227 -2.216830 3.613096 -0.35 1.97 -1.49 0.330
H -0.705213 1.039796 3.265209 0.38 -2.22 0.34 -0.268
H -0.569677 -0.088084 4.772311 0.42 0.18 -2.50 0.420
H 1.696470 0.922865 3.584170 -0.97 -2.24 -0.63 0.305
H 1.687299 -0.854536 4.212024 -0.84 1.13 -2.32 0.202
H 4.421795 -1.432030 3.285045 -1.38 -2.06 -1.06 0.285
H 4.597016 -3.049087 2.247246 -1.46 1.68 1.00 0.276
H 3.149121 -4.123968 3.564481 -0.28 1.57 0.80 0.259
H 3.415978 -2.866202 4.736920 -0.70 -0.88 -1.46 0.240
H 4.163088 -2.871700 -0.122321 -2.26 1.96 0.16 -0.035
H 4.147508 -1.609550 -2.973586 -2.41 -0.43 0.25 0.325
H 2.382973 -4.112003 -1.923076 1.91 1.04 -1.50 0.291
H 3.063072 -4.143011 -3.685772 0.67 0.81 1.96 0.195
H 4.270579 -3.976149 -2.168321 -1.95 0.59 -1.04 0.279
H 1.895220 -0.626884 -4.215364 0.18 -2.56 0.50 0.370
H 2.644267 -2.154876 -5.025144 -1.42 0.54 2.32 0.249
H 0.517400 -3.361963 -4.783793 0.10 1.58 2.12 0.249
H 0.404265 -3.005276 -2.865325 0.35 0.89 -2.09 0.251
H -0.255996 -1.731902 -4.163557 1.82 -1.86 0.74 0.205
C 3.544622 -4.960125 -7.147540 -0.03 0.04 -0.20 -0.612
O 2.978261 -3.856291 -6.465646 -0.24 0.41 -0.16 -0.427
H 3.951302 -5.660274 -6.414013 -0.10 0.18 -0.05 0.212
H 2.772518 -5.460814 -7.736835 0.17 -0.20 -0.07 0.272
H 4.348630 -4.612454 -7.800951 0.07 -0.25 -0.06 0.266
H 2.625950 -3.252762 -7.141734 0.15 -0.28 0.45 0.266
```
Positions in Å, forces in eV/Å.

Output
HOMO-LUMO gap, hartree: 0.240

Entry 2:
# C25H45NOS4Si3Zr

C25H45NOS4Si3Zr as an isolated structure in a non-equilibrium geometry (the ωB97M-V functional and the def2-TZVPD basis, OMol25).

XYZ file:
```
80
Properties=species:S:1:pos:R:3:forces:R:3:mulliken_charge:R:1
Zr 0.255209 -0.300442 0.161864 0.60 -1.08 0.88 -1.339
C -0.693844 -3.301044 1.722289 0.22 0.00 0.14 -0.380
C -0.362967 -3.854802 0.354689 0.11 0.16 -0.02 -1.087
S 0.161086 -2.588756 -0.852208 -0.32 0.64 0.31 -0.499
C 2.385248 -0.772847 -2.304541 -0.02 -0.28 -0.25 -0.227
C 3.670077 -0.526999 -2.468293 0.12 0.20 0.13 -0.789
S 3.155607 -1.004457 0.764312 -0.03 -0.15 -0.20 0.214
C 2.932996 -2.810791 0.918281 -0.01 0.12 0.08 -0.886
C 2.114729 -3.183114 2.147674 -0.11 0.22 -0.09 -0.970
S 0.595230 -2.189706 2.376881 -0.31 0.04 -0.39 0.112
H -1.593476 -2.687347 1.679031 -0.05 -0.03 0.05 -0.067
H -0.850783 -4.101966 2.445330 -0.05 -0.01 -0.01 0.670
H 0.433274 -4.596232 0.404491 -0.02 -0.05 0.01 0.509
H -1.245452 -4.345464 -0.055676 0.02 -0.01 -0.04 0.593
H 1.875411 -1.537980 -2.870079 -0.15 0.05 0.04 0.152
H 1.756636 -0.186293 -1.613109 0.28 0.17 -0.35 0.637
H 4.244880 -1.095708 -3.188212 -0.05 -0.02 -0.02 0.324
H 4.209715 0.237028 -1.922602 -0.07 -0.01 0.04 0.291
H 2.437735 -3.083267 -0.005866 0.05 -0.13 -0.08 0.431
H 3.913405 -3.285153 0.948909 -0.01 0.03 0.04 0.685
H 1.826667 -4.233368 2.127264 0.00 -0.02 -0.01 0.678
H 2.686462 -3.017462 3.056979 0.00 -0.03 0.02 0.514
S 3.925061 0.294567 4.760098 -0.03 -0.04 -0.24 -0.089
C 4.913969 -1.019282 4.325041 -0.03 0.06 0.10 -0.423
C 4.689646 -1.434212 3.051532 0.12 -0.05 -0.05 -0.883
C 3.666587 -0.681129 2.419407 -0.28 0.28 -0.05 -0.127
C 3.163218 0.323803 3.201866 0.21 -0.27 0.21 0.180
C 2.205651 1.388928 2.907772 0.03 0.10 0.03 0.545
C 2.393191 2.607318 3.573320 -0.06 -0.10 -0.02 -1.086
C 1.491881 3.640000 3.436156 0.00 -0.07 -0.06 -0.954
C 0.392190 3.430193 2.620671 -0.06 0.12 0.03 -1.128
C 0.301894 2.229892 1.958493 0.05 -0.02 -0.02 -0.541
N 1.174787 1.209077 2.048634 -0.42 0.17 -0.16 0.885
H 5.620133 -1.418740 5.036563 0.00 -0.01 -0.02 0.506
H 5.242467 -2.231609 2.576088 -0.01 0.00 0.02 0.474
H 3.265257 2.729789 4.198042 0.01 0.02 -0.01 0.548
H 1.647250 4.584357 3.939740 -0.01 -0.02 0.05 0.478
H -0.366560 4.188946 2.486961 -0.01 -0.03 -0.06 0.529
H -0.533181 2.074928 1.294062 0.01 0.10 -0.01 0.566
C -1.954056 -0.044673 2.636550 -0.08 -0.09 0.38 -1.519
O -1.512848 -0.013127 1.267387 -0.39 0.39 -0.26 1.414
Si -2.508931 0.873524 -0.005674 0.10 -0.10 0.33 -0.073
C -4.210876 0.114194 0.229723 0.27 0.01 -0.12 -1.399
C -2.700035 2.666111 0.557836 0.24 -0.21 -0.19 -1.477
C -1.240159 0.459879 -1.315554 -0.01 -0.06 0.10 1.389
Si -0.454305 1.915698 -2.278477 0.32 0.30 -0.16 0.888
C 0.609052 1.442767 -3.770680 -0.31 -0.12 0.10 -1.393
C -1.714329 3.185837 -2.865550 0.07 -0.16 0.21 -1.251
C 0.835611 2.700452 -1.094500 -0.46 -0.03 -0.24 -0.844
Si -2.176987 -0.737063 -2.525102 -0.34 -0.15 -0.25 0.561
C -3.453202 0.326016 -3.426544 0.21 -0.11 0.09 -1.223
C -1.160222 -1.554920 -3.885102 -0.03 0.20 0.20 -1.285
C -3.116008 -2.077727 -1.552394 0.21 0.12 -0.14 -1.015
H -2.361688 0.924942 2.921424 0.04 0.03 -0.08 0.460
H -1.118824 -0.280283 3.292153 0.05 0.01 -0.08 0.419
H -2.733194 -0.796767 2.756681 0.01 -0.01 -0.10 0.292
H -4.763888 0.707377 0.960432 0.07 0.10 0.01 0.512
H -4.179814 -0.916197 0.582601 -0.03 0.10 -0.04 0.362
H -4.786103 0.125519 -0.697576 0.00 0.02 0.03 0.363
H -2.602526 2.769936 1.641472 -0.08 -0.01 0.00 0.459
H -3.713129 2.987672 0.307862 -0.01 -0.02 -0.04 0.411
H -2.011166 3.366144 0.082374 0.02 -0.02 0.05 0.416
H 0.453669 0.428820 -4.133716 0.07 0.04 0.00 0.222
H 1.671067 1.561037 -3.559280 -0.02 -0.01 0.04 0.400
H 0.372611 2.116010 -4.597906 -0.06 0.03 0.03 0.455
H -2.046008 2.918040 -3.870259 0.00 0.01 0.04 0.394
H -1.266292 4.179720 -2.930856 0.05 -0.01 0.03 0.452
H -2.602624 3.256271 -2.235854 0.02 0.04 -0.01 0.278
H 1.473668 1.958649 -0.579167 0.15 0.11 0.06 0.247
H 0.395467 3.357542 -0.346736 0.04 -0.07 0.12 0.310
H 1.520239 3.317884 -1.679263 0.07 -0.13 -0.06 0.647
H -2.978557 0.888904 -4.233342 -0.04 0.01 0.02 0.297
H -3.966683 1.042896 -2.781748 -0.04 0.00 -0.02 0.337
H -4.211151 -0.311814 -3.886780 0.00 -0.02 0.01 0.428
H -1.007906 -0.877911 -4.726112 -0.02 -0.03 0.02 0.419
H -1.737835 -2.402603 -4.261655 -0.04 -0.01 0.05 0.457
H -0.196493 -1.941565 -3.562192 0.01 -0.03 -0.04 0.305
H -4.194959 -1.953084 -1.667057 0.07 0.00 0.01 0.479
H -2.888419 -2.070854 -0.485740 0.05 -0.15 -0.06 -0.117
H -2.863455 -3.063912 -1.943535 0.07 -0.01 -0.02 0.476
```
Positions in Å, forces in eV/Å.

Output
Net charge: +2
HOMO-LUMO gap, hartree: 0.277
Energy relative to the best compared isomer or geometry (same formula, charge and spin), kJ/mol: 94.7

Entry 3:
# C25H45NP2SSc

C25H45NP2SSc as an isolated structure in a non-equilibrium geometry (the ωB97M-V functional and the def2-TZVPD basis, OMol25).

XYZ file:
```
75
Properties=species:S:1:pos:R:3:forces:R:3:mulliken_charge:R:1
Sc -0.551662 -0.118996 -1.709141 -3.82 -1.20 8.81 -0.905
C -2.243886 1.624438 -0.128297 -0.09 -0.80 -0.66 0.722
C -2.787105 0.725889 -1.119686 1.19 -0.44 0.30 1.243
C -2.358200 -0.463759 0.830060 -0.25 0.79 -1.59 0.890
C -2.039686 0.898500 1.069629 -0.11 -0.68 -0.68 0.263
C -2.803389 -0.588581 -0.533218 0.48 0.79 0.52 0.257
C -2.103112 3.096704 -0.262070 0.24 0.60 0.08 -1.854
H -2.050051 3.444563 -1.303468 -0.09 -0.15 0.18 0.319
H -1.187614 3.437470 0.242530 -0.18 0.01 -0.15 0.302
H -2.940247 3.624878 0.213297 0.09 -0.06 -0.12 0.388
C -1.600221 1.463286 2.374336 0.33 0.26 0.26 -1.236
H -1.427330 2.548214 2.304894 -0.04 -0.37 0.05 0.415
H -0.662990 0.991956 2.701461 -0.27 0.18 0.03 0.063
H -2.347594 1.297269 3.162324 0.12 0.01 -0.19 0.311
C -2.294814 -1.568213 1.802014 0.32 -0.39 0.53 -1.683
H -3.243960 -1.701027 2.343916 0.21 0.07 -0.13 0.332
H -1.512726 -1.359401 2.544631 -0.16 -0.24 -0.08 0.400
H -2.063266 -2.512921 1.297113 0.01 0.10 0.19 0.198
C -3.272346 -1.833994 -1.209151 -0.38 -0.43 -0.04 -1.303
H -4.182216 -1.662965 -1.802888 0.21 -0.03 0.11 0.315
H -3.510572 -2.620195 -0.479629 0.13 0.20 -0.24 0.466
H -2.512298 -2.248483 -1.890626 -0.22 -0.24 0.17 0.024
C -3.486085 1.135812 -2.365809 -0.47 0.46 -0.22 -1.507
H -4.463498 1.595433 -2.135336 0.29 -0.08 -0.15 0.371
H -3.690905 0.292343 -3.030057 0.00 0.13 0.04 0.383
H -2.895188 1.883462 -2.910055 -0.27 -0.02 -0.12 0.246
C 1.354812 0.743750 -2.520078 0.54 3.24 -1.46 -0.157
C 0.255844 1.554380 -2.793143 3.44 1.37 -1.34 0.582
C -0.345436 1.663738 -4.183309 -0.51 0.10 -0.09 -1.253
C -1.010966 0.363901 -4.739850 -0.29 0.30 -0.10 -1.406
C -1.245333 -0.770075 -3.760717 0.95 -2.67 -2.24 0.676
C -0.227313 -1.626408 -3.351044 -1.37 -0.71 -3.69 -0.513
C 1.167747 -1.469814 -3.938192 0.54 -0.10 0.46 -1.297
C 2.001217 -0.222763 -3.477528 0.58 -0.49 0.01 -0.948
H 0.439277 1.986156 -4.891971 -0.20 -0.14 0.41 0.537
H -0.426031 -0.009202 -5.592240 0.08 -0.11 0.35 0.420
H -1.105759 2.466458 -4.177199 0.43 -0.40 0.10 0.377
H 2.378925 0.303873 -4.371413 -0.37 0.08 0.29 0.431
H 1.962327 0.962576 -1.632694 -0.73 -0.20 0.10 0.133
H -0.040958 2.349515 -2.082377 0.31 -0.59 0.03 0.781
H 2.910801 -0.593117 -2.973994 -0.45 0.10 -0.18 0.412
H 1.772288 -2.367843 -3.718780 -0.49 0.45 0.06 0.147
H -0.452760 -2.645516 -2.978832 -0.13 0.99 0.43 0.569
H 1.068846 -1.455376 -5.032594 -0.16 0.12 0.22 0.426
H -1.979645 0.638567 -5.175341 0.17 -0.07 0.27 0.445
H -2.287440 -1.108605 -3.694234 0.45 0.20 0.66 0.991
P 2.274999 3.311724 0.587377 0.31 0.06 0.28 0.773
C 1.937512 3.892034 2.298107 -0.26 0.06 -0.07 -1.238
H 2.713434 4.603690 2.600018 -0.10 -0.15 0.07 0.411
H 1.923804 3.046412 2.991348 -0.15 0.14 -0.07 0.305
H 0.969095 4.404578 2.302221 0.14 -0.10 0.23 0.341
C 3.835344 2.408022 0.934500 0.00 -0.17 -0.09 -1.197
H 4.582109 3.115784 1.308322 -0.01 -0.21 0.03 0.439
H 4.196657 1.972797 -0.002942 0.13 -0.07 0.19 0.320
H 3.661607 1.615252 1.670376 0.13 0.14 -0.28 0.234
C 3.094662 4.855132 0.014935 -0.23 -0.05 -0.23 -1.486
H 3.532850 4.695124 -0.973189 -0.07 0.20 0.02 0.353
H 3.887907 5.103194 0.722054 -0.01 0.11 -0.08 0.426
H 2.368299 5.670475 -0.012592 0.13 0.01 -0.17 0.385
P 0.637030 -3.972466 -0.692450 -0.33 0.94 -0.09 1.022
C 0.216838 -5.668732 -1.225629 0.01 0.08 0.04 -1.399
H 1.126783 -6.268333 -1.271865 -0.18 -0.27 0.03 0.401
H -0.243122 -5.609075 -2.221381 0.12 -0.19 0.26 0.360
H -0.503692 -6.096242 -0.522827 0.08 -0.09 -0.18 0.395
C 2.387420 -3.881470 -1.223368 0.03 0.02 -0.02 -1.389
H 2.452245 -3.762502 -2.312590 0.12 -0.15 0.26 0.367
H 2.889842 -4.806912 -0.920270 0.19 0.23 -0.11 0.522
H 2.855946 -3.016984 -0.735154 -0.02 -0.21 -0.16 0.204
C 0.897040 -4.080525 1.121675 -0.20 -0.22 -0.10 -1.254
H 1.380759 -5.034865 1.355156 -0.01 0.16 0.20 0.434
H -0.078186 -4.019193 1.622211 0.31 -0.09 0.00 0.296
H 1.521278 -3.245117 1.469510 -0.20 -0.25 -0.14 0.279
S 1.777955 -0.178002 2.423934 -0.01 -0.28 0.08 -0.361
C 1.115381 -0.484844 1.015849 -0.44 -0.15 -1.31 0.533
N 0.628924 -0.715332 -0.058778 0.47 0.54 0.24 -0.244
```
Positions in Å, forces in eV/Å.

Output
Net charge: +1
HOMO-LUMO gap, hartree: 0.185
Energy relative to the best compared isomer or geometry (same formula, charge and spin), kJ/mol: 440.4

> The lowest HOMO-LUMO gap belongs to which entry?

C25H45NP2SSc